(1)
Computed, not measured: C25H50BrFO12S3Si2 as an isolated structure, with ωB97M-V/def2-TZVPD.

The geometry in XYZ format:
```
94
Properties=species:S:1:pos:R:3:lowdin_charge:R:1
C 3.20912 -3.50380 0.92724 -0.05
C 2.64970 -2.59656 -0.13430 -0.45
F 2.76881 -3.22997 -1.39370 -0.08
C 1.18637 -2.24602 0.06277 -0.24
Si 0.06092 -3.57060 -0.65861 0.56
O -1.36558 -3.53289 0.17623 -0.34
Si -2.84492 -4.03482 -0.40731 0.42
C -4.00312 -3.74051 0.99887 -0.17
C -3.19011 -2.94999 -1.93714 -0.21
C -4.56793 -2.78794 -2.45392 -0.85
O -4.97752 -3.06947 -3.51821 0.04
Br -5.79886 -1.89128 -1.22000 0.71
C -2.64927 -5.84773 -0.82018 -0.16
C -3.85054 -6.55416 -1.45964 -0.44
C -5.07471 -6.58728 -0.56697 -0.03
O -4.20711 -5.89521 -2.66668 -0.13
C -3.83687 -6.48614 -3.90833 -0.14
C -2.52583 -5.99606 -4.47317 -0.20
C -1.31611 -6.59641 -4.10561 -0.05
C -0.10795 -6.13070 -4.61386 -0.08
C -0.09220 -5.06076 -5.50572 -0.09
C -1.28952 -4.46530 -5.89085 -0.08
C -2.49903 -4.93695 -5.37948 -0.04
H 4.22931 -3.77977 0.67514 0.08
H 3.21842 -2.99928 1.88830 0.09
H 2.62222 -4.41525 1.00155 0.07
H 3.25629 -1.69568 -0.21285 0.13
H 0.96968 -2.11900 1.12043 0.08
H 0.97582 -1.31641 -0.46444 0.08
H 0.69444 -4.89708 -0.47919 0.00
H -0.14351 -3.35784 -2.10553 0.00
H -3.89626 -2.73619 1.39672 0.03
H -5.04068 -3.94416 0.76244 0.00
H -3.70324 -4.43977 1.78053 0.05
H -2.85413 -1.95402 -1.63940 0.09
H -2.60402 -3.26464 -2.79686 0.08
H -1.80050 -5.97802 -1.48396 0.06
H -2.38887 -6.35809 0.10954 0.10
H -3.56269 -7.58658 -1.68020 0.14
H -5.63177 -5.66044 -0.67831 0.08
H -4.81083 -6.73776 0.47534 0.08
H -5.73636 -7.39087 -0.87766 0.08
H -3.80817 -7.57311 -3.80962 0.13
H -4.63394 -6.24412 -4.60580 0.13
H -1.31280 -7.43840 -3.42871 0.11
H 0.81919 -6.59991 -4.32210 0.10
H 0.84615 -4.70586 -5.90263 0.10
H -1.29316 -3.63976 -6.58544 0.10
H -3.42516 -4.46527 -5.66421 0.11
O -2.57212 0.52387 3.68206 -0.27
S -1.21480 0.34149 3.26581 0.56
O -0.41124 -0.64590 3.91930 -0.28
O -0.47698 1.74139 3.29484 -0.26
C -0.56516 2.52274 4.51631 -0.24
C 0.34455 2.00798 5.60944 -0.07
C -1.13912 0.08211 1.53077 -0.12
H -1.60778 2.55725 4.83406 0.12
H -0.26556 3.52299 4.21721 0.10
H 0.02815 1.03055 5.97065 0.07
H 0.33066 2.71032 6.44256 0.08
H 1.36643 1.92124 5.24196 0.09
H -1.72692 0.84513 1.02846 0.08
H -1.54989 -0.90954 1.34308 0.06
H -0.09794 0.12133 1.22438 0.06
O 1.49402 5.22265 4.60027 -0.28
S 2.30444 5.93710 3.65861 0.57
O 3.29664 5.21326 2.91992 -0.28
O 2.98336 7.15822 4.40217 -0.26
C 3.67808 6.88547 5.64561 -0.24
C 5.03384 6.24702 5.43436 -0.07
C 1.31049 6.85474 2.54467 -0.11
H 3.03337 6.27436 6.27774 0.11
H 3.77296 7.86500 6.10792 0.12
H 4.94498 5.24179 5.02639 0.07
H 5.55464 6.18740 6.38998 0.08
H 5.63252 6.84100 4.74443 0.09
H 0.57324 7.42273 3.10426 0.08
H 0.82419 6.13730 1.88746 0.08
H 1.95563 7.50769 1.96404 0.06
O 1.87358 7.54296 -0.67486 -0.29
S 3.20489 7.28510 -1.14489 0.56
O 4.12239 8.37518 -1.26249 -0.27
O 3.11119 6.51094 -2.52443 -0.26
C 2.28501 7.09313 -3.56374 -0.24
C 2.94718 8.26591 -4.25440 -0.07
C 3.93679 5.99565 -0.20296 -0.12
H 1.32158 7.36549 -3.13165 0.11
H 2.12290 6.27052 -4.25630 0.12
H 3.05981 9.11531 -3.58339 0.07
H 2.33629 8.57370 -5.10313 0.08
H 3.93667 7.98757 -4.61539 0.09
H 3.24111 5.16483 -0.13485 0.08
H 4.14089 6.39460 0.78792 0.06
H 4.86188 5.69833 -0.68866 0.08
```

***

(2)
Computed, not measured: a 2-piece molecular cluster, CH4N2S overall, with ωB97M-V/def2-TZVPD.

As for the energy above the lowest of the compared OMol25 structures with the same formula, charge and spin: 135.3 kcal/mol.

The geometry in XYZ format:
```
8
Properties=species:S:1:pos:R:3:nbo_charge:R:1
C 0.00581 0.79004 0.22579 -0.11
N 1.09956 -0.08399 0.08743 -0.35
N -0.16830 -0.64125 0.12493 -0.45
S -0.66171 -1.57467 1.40884 0.18
H -0.01279 1.22866 1.14159 0.17
H -0.15375 1.50617 -0.54701 0.19
H 1.68035 -0.24957 -1.35297 0.24
H -1.76621 -2.15248 0.65039 0.14
```

***

(3)
Computed, not measured: a single F4Si molecule, with ωB97M-V/def2-TZVPD.

Its SMILES is F[Si](F)(F)F. As for the energy above the lowest of the compared OMol25 structures with the same formula, charge and spin: 0.0 kcal/mol.

The geometry in XYZ format:
```
5
Properties=species:S:1:pos:R:3:nbo_charge:R:1
F 0.83145 0.94609 -0.95822 -0.64
Si 0.01549 0.00070 -0.02639 2.57
F -1.51289 0.38591 -0.04706 -0.64
F 0.53987 0.19469 1.45400 -0.64
F 0.12608 -1.52740 -0.42233 -0.64
```

***

(4)
Computed, not measured: a 2-piece molecular cluster, C28H33Br2N2O2P overall, with ωB97M-V/def2-TZVPD.

The geometry in XYZ format:
```
68
Properties=species:S:1:pos:R:3:nbo_charge:R:1
C 7.22987 1.41617 3.54351 -0.25
O 6.48299 0.23919 3.18048 -0.51
C 5.24861 0.37745 2.63332 0.30
C 4.61506 1.61985 2.38273 -0.30
C 3.26673 1.62842 2.02711 -0.19
C 2.55479 0.43238 1.90386 -0.05
C 1.06913 0.35242 1.68361 -0.41
C 0.12006 1.48239 1.98337 -0.16
C -1.14750 1.41400 1.35830 -0.24
C -2.23506 2.08212 1.85038 -0.20
Br -3.97676 1.74732 1.17411 0.00
C -2.09628 3.02340 2.99013 0.37
O -3.05213 3.69054 3.40365 -0.70
C -0.73628 3.10704 3.58084 -0.21
Br -0.47976 4.18511 5.10478 0.03
C 0.30679 2.36866 3.06505 -0.24
C 3.24511 -0.79340 1.97727 -0.14
C 4.56699 -0.83344 2.36528 -0.29
H 8.15907 0.99757 3.93066 0.20
H 7.42500 2.04206 2.66161 0.18
H 6.70953 1.99179 4.32222 0.18
H 5.16838 2.55211 2.50645 0.22
H 2.76035 2.57789 1.85009 0.23
H 0.86341 -0.05276 0.67893 0.20
H -1.27155 0.76988 0.48895 0.19
H 1.28523 2.45810 3.53825 0.21
H 2.72464 -1.72853 1.75144 0.18
H 5.10872 -1.76478 2.52105 0.21
C -3.55382 -2.00406 2.48351 -0.62
C -3.18354 -3.38007 3.03044 0.12
C -2.46614 -3.17736 4.36642 -0.63
C -4.40981 -4.26858 3.21548 -0.62
N -2.23069 -4.07625 2.13316 -0.64
P -1.02440 -5.06729 2.73758 1.27
H 0.76585 -0.40573 2.36464 0.18
N -0.30782 -5.11402 1.22802 -0.67
C 1.04923 -5.66734 1.02994 0.12
C 0.92370 -7.14264 0.66482 -0.62
C 1.79622 -5.50496 2.35380 -0.63
C 1.81139 -4.89337 -0.04239 -0.62
C -1.21987 -4.81309 0.19561 0.19
C -2.36980 -4.19861 0.73716 0.10
C -3.47158 -3.91263 -0.06746 -0.20
C -3.44821 -4.33541 -1.40766 -0.18
C -2.30576 -4.94322 -1.94715 -0.19
C -1.16029 -5.14346 -1.15752 -0.24
H -4.04973 -2.04184 1.51220 0.22
H -4.24416 -1.51690 3.18778 0.25
H -2.66321 -1.37076 2.37875 0.25
H -2.09509 -4.11526 4.80620 0.20
H -1.62262 -2.48663 4.24027 0.24
H -3.15945 -2.73294 5.08937 0.25
H -4.11452 -5.25291 3.60242 0.21
H -5.09183 -3.80343 3.93876 0.24
H -4.94794 -4.39886 2.26853 0.22
H 0.41613 -7.26545 -0.30100 0.22
H 1.92706 -7.58446 0.59171 0.23
H 0.36276 -7.67983 1.44085 0.21
H 1.93863 -4.44001 2.58019 0.24
H 1.27939 -5.98260 3.19893 0.21
H 2.78484 -5.97009 2.27270 0.24
H 1.93232 -3.84278 0.25434 0.23
H 2.80751 -5.34595 -0.15165 0.23
H 1.32463 -4.91326 -1.01862 0.22
H -4.33878 -3.37774 0.31751 0.24
H -4.32922 -4.19063 -2.03593 0.24
H -2.30653 -5.26205 -2.99084 0.23
H -0.25783 -5.55207 -1.61101 0.23
```

***

(5)
Computed, not measured: a single C5H6BrIO molecule, with ωB97M-V/def2-TZVPD.

Its SMILES is O[C@@H]1CCC(Br)=C1I. As for the energy above the lowest of the compared OMol25 structures with the same formula, charge and spin: 0.0 kcal/mol.

The geometry in XYZ format:
```
14
Properties=species:S:1:pos:R:3:nbo_charge:R:1
O 0.79626 2.01968 0.90625 -0.72
C 0.85992 0.95112 -0.11318 0.03
C -0.17535 -0.16466 -0.05089 -0.43
C 0.35258 -1.55938 -0.05479 -0.43
C 1.86081 -1.30745 0.09553 -0.15
Br 3.18519 -2.50068 0.09092 0.17
C 2.13953 0.16695 -0.03883 -0.21
I 3.99702 1.09165 -0.26496 0.19
H 1.66137 2.44328 0.87467 0.47
H 0.73521 1.39478 -1.07645 0.17
H -0.79326 -0.01597 -0.84035 0.22
H -0.57544 -0.08749 0.93082 0.24
H 0.14071 -2.07900 -1.04279 0.22
H 0.04474 -2.25654 0.74882 0.23
```

***

(6)
Computed, not measured: a single C24H33N5O2 molecule, with ωB97M-V/def2-TZVPD.

Its SMILES is CC[C@H]1CCCCN1Cc1nc2c(c(=O)n(C)c(=O)n2C)n1CCCc1ccccc1. As for the energy above the lowest of the compared OMol25 structures with the same formula, charge and spin: 2.5 kcal/mol.

The geometry in XYZ format:
```
64
Properties=species:S:1:pos:R:3:nbo_charge:R:1
C -1.50400 2.52163 1.01169 -0.61
C -0.15508 3.09639 1.41800 -0.40
C 0.69941 3.48142 0.20877 -0.03
C 1.85734 4.40950 0.61552 -0.42
C 2.61066 4.88883 -0.62282 -0.40
C 3.06807 3.68868 -1.44489 -0.42
C 1.86663 2.78617 -1.74960 -0.21
N 1.16544 2.32501 -0.56154 -0.46
C 1.91582 1.32695 0.19742 -0.30
C 1.12338 0.09889 0.52025 0.48
N 0.45940 -0.05298 1.65510 -0.53
C -0.01134 -1.31533 1.62918 0.36
C 0.39290 -1.96202 0.47308 -0.08
C 0.16127 -3.35494 0.25694 0.67
O 0.58371 -4.03698 -0.66094 -0.64
N -0.60702 -3.90157 1.28693 -0.46
C -0.93982 -5.31302 1.19428 -0.42
C -1.11271 -3.25467 2.40625 0.80
O -1.80924 -3.84144 3.20716 -0.64
N -0.76873 -1.93232 2.57382 -0.41
C -1.22904 -1.19608 3.72934 -0.41
N 1.11032 -1.02562 -0.23616 -0.33
C 1.62289 -1.22724 -1.56715 -0.23
C 0.74908 -0.55529 -2.63508 -0.40
C -0.46313 -1.39087 -3.05851 -0.42
C -1.48251 -1.62116 -1.97563 -0.04
C -1.97005 -0.57138 -1.20727 -0.23
C -2.89200 -0.79956 -0.20125 -0.20
C -3.36208 -2.08001 0.03531 -0.23
C -2.91704 -3.12580 -0.75418 -0.23
C -1.98204 -2.89745 -1.74842 -0.15
H -2.10122 2.30629 1.89460 0.21
H -1.35388 1.59918 0.46289 0.21
H -2.05338 3.22131 0.38468 0.20
H 0.36254 2.36390 2.03558 0.22
H -0.31230 3.99663 2.01664 0.20
H 0.05780 4.04235 -0.48503 0.19
H 1.45869 5.26600 1.16125 0.21
H 2.54158 3.88135 1.28341 0.19
H 3.46816 5.50003 -0.33280 0.21
H 1.94667 5.50937 -1.23024 0.19
H 3.52519 4.01611 -2.38020 0.21
H 3.81721 3.12547 -0.88298 0.19
H 2.19057 1.91906 -2.32966 0.19
H 1.14566 3.34359 -2.35626 0.20
H 2.79199 1.01507 -0.37838 0.21
H 2.26969 1.72671 1.15404 0.22
H -0.42217 -5.87180 1.97455 0.21
H -0.62444 -5.66129 0.21371 0.24
H -2.01248 -5.44285 1.32742 0.22
H -1.86820 -1.85622 4.31191 0.25
H -1.78345 -0.31740 3.40139 0.21
H -0.37584 -0.87286 4.32592 0.21
H 2.63877 -0.82195 -1.61550 0.20
H 1.66369 -2.30615 -1.73407 0.25
H 1.36682 -0.38867 -3.52040 0.21
H 0.42477 0.41665 -2.26139 0.22
H -0.95158 -0.87396 -3.89126 0.22
H -0.11572 -2.35809 -3.42742 0.21
H -1.62534 0.43520 -1.39600 0.21
H -3.25051 0.02659 0.39540 0.22
H -4.07691 -2.26063 0.82448 0.22
H -3.29633 -4.12424 -0.59358 0.21
H -1.62657 -3.72250 -2.34831 0.21
```

***

| no. | E_tot (Ha) | HOMO-LUMO gap (Ha) | highest occupied orbital energy (eV) |
| --- | --- | --- | --- |
| 1 | -6332.99917 | 0.3554 | -9.4 |
| 2 | -547.99622 | 0.3312 | -8.8 |
| 3 | -689.23901 | 0.5771 | -15.2 |
| 4 | -6836.03984 | 0.0833 | -5.1 |
| 5 | -3140.99725 | 0.3263 | -8.5 |
| 6 | -1358.68350 | 0.3228 | -8.1 |